The following is a quantum chemistry calculation of C33H21F6IN4O13S2TeW as an isolated structure in a non-equilibrium geometry, from the OMol25 dataset.

Results
highest occupied orbital energy (alpha / beta): -6.91 / -6.91 eV
ΔE to the lowest compared entry with this formula, charge and spin: 96.00 kcal/mol
DFT total energy: -4495.5707 hartree
gap between HOMO and LUMO (alpha / beta): 3.472 / 3.474 eV

Last column: Löwdin charge in e.
Element x y z (Å)
W 0.829 -1.154 0.492  2.014
O -3.187 1.551 4.513  0.111
C -2.315 1.156 3.571  -0.267
C -0.944 1.056 3.804  0.085
C -0.158 0.587 2.788  -0.217
N -0.618 0.239 1.569  0.006
C -1.923 0.471 1.304  -0.148
C -2.795 0.875 2.301  0.095
C -2.451 0.568 -0.134  -0.675
O -3.402 -0.134 -0.451  0.053
O -1.867 1.501 -0.751  -0.135
C 1.325 0.453 2.941  -0.558
O 1.917 0.778 3.938  0.144
O 1.856 -0.016 1.840  -0.194
H -2.724 1.735 5.340  0.124
H -0.472 1.316 4.744  0.142
H -3.839 1.007 2.056  0.149
F 0.696 -1.875 -3.541  0.159
C 1.699 -1.035 -3.350  -0.658
F 1.851 -0.287 -4.434  0.164
F 2.821 -1.730 -3.154  0.124
S 1.396 0.059 -1.851  0.557
O 0.046 -0.434 -1.346  -0.428
O 1.384 1.392 -2.390  -0.300
N 2.295 -0.267 -0.676  -0.318
S 2.670 -3.148 -0.255  1.045
O 1.301 -2.881 -0.860  -0.509
O 2.552 -2.327 1.036  -0.550
C 2.447 -4.867 0.472  -0.727
F 1.957 -5.672 -0.464  0.152
F 3.664 -5.303 0.830  0.124
F 1.661 -4.874 1.533  0.155
I 2.688 -3.393 6.011  0.943
C 1.100 -3.048 4.722  -0.699
C -0.197 -3.388 5.065  -0.102
C -1.212 -3.116 4.164  -0.011
C -0.901 -2.530 2.954  -0.095
N 0.356 -2.216 2.621  -0.007
C 1.341 -2.461 3.491  -0.196
H -0.412 -3.853 6.018  0.107
H -2.240 -3.363 4.391  0.121
H -1.661 -2.297 2.225  0.118
H 2.336 -2.175 3.188  0.099
Te 0.387 2.908 -0.078  1.622
C -0.204 4.048 -1.724  -0.478
C 0.757 4.655 -2.530  -0.135
C 0.354 5.372 -3.644  -0.084
C -0.997 5.475 -3.954  -0.089
C -1.945 4.853 -3.156  -0.078
C -1.558 4.128 -2.039  -0.126
C 2.306 3.727 0.155  -0.519
C 3.360 2.836 0.343  -0.137
C 4.634 3.330 0.591  -0.082
C 4.851 4.698 0.663  -0.091
C 3.793 5.584 0.490  -0.088
C 2.520 5.103 0.235  -0.146
H 1.811 4.552 -2.315  0.095
H 1.097 5.836 -4.279  0.102
H -1.308 6.028 -4.831  0.100
H -2.995 4.910 -3.409  0.104
H -2.291 3.600 -1.447  0.085
H 3.197 1.765 0.286  0.061
H 5.454 2.638 0.729  0.103
H 5.845 5.078 0.858  0.100
H 3.962 6.651 0.554  0.102
H 1.702 5.800 0.100  0.102
O -0.955 -4.298 0.521  0.110
C -1.251 -3.332 -0.143  -0.493
O -0.865 -2.093 0.199  -0.255
C -2.127 -3.412 -1.347  -0.095
C -2.750 -4.626 -1.623  0.006
C -3.578 -4.754 -2.726  -0.045
C -3.775 -3.674 -3.574  0.016
C -3.120 -2.490 -3.293  -0.112
C -2.304 -2.327 -2.192  0.064
N -3.287 -1.351 -4.213  -0.341
O -4.198 -1.411 -5.019  0.075
O -2.500 -0.436 -4.124  0.104
H -2.576 -5.458 -0.954  0.122
H -4.070 -5.696 -2.932  0.109
H -4.414 -3.738 -4.442  0.122
H -1.831 -1.378 -2.007  0.094

Atoms 1-6, force components in eV/Å:
0.62 1.93 -0.39
0.09 -0.06 -0.03
-0.21 0.05 -0.05
0.23 -0.12 -0.07
-0.02 0.16 0.10
0.30 -0.59 -0.25